(1)
C4H7ClO2 | ωB97M-V with the def2-TZVPD basis set

Values from the calculation:
Molecular weight ... 122.55 Da
LUMO energy (alpha / beta) ... 0.681 / 0.621 eV
Strongest force on any atom ... 5.36 eV Å⁻¹
ΔE to the lowest compared entry with this formula, charge and spin ... 101.4 kcal/mol
Frontier orbital gap (alpha / beta) ... 8.535 / 8.109 eV

Structure (XYZ):
```
14
Properties=species:S:1:pos:R:3:forces:R:3
C -2.4956 -0.0776 0.6408 3.2 -3.1 -2.9
C -0.0916 -0.1922 -1.2669 -1.2 -0.4 0.6
C 2.0571 -0.1059 0.8480 -4.2 -0.8 -3.0
C -0.1646 0.5379 -0.0130 -1.3 1.6 2.1
O -2.7551 -1.1140 0.0915 0.0 1.7 0.8
O 0.6359 0.3532 1.0672 1.1 -0.1 -0.1
Cl -0.6211 2.2712 -0.2499 0.5 -0.1 0.1
H -3.1116 0.4281 1.3043 -1.5 1.4 1.6
H -0.2152 0.4474 -2.1248 0.1 -0.1 -0.3
H -0.9317 -0.8600 -1.1240 -0.9 -0.4 -0.8
H 0.6779 -0.9035 -1.2961 1.6 -0.5 -0.5
H 2.4380 -0.6162 1.6462 0.5 -1.0 2.4
H 2.6790 0.6153 0.4673 1.3 2.3 -0.4
H 1.8985 -0.7837 0.0094 0.8 -0.5 0.3
```
Positions in Å, forces in eV/Å.

(2)
C4H7ClS | ωB97M-V with the def2-TZVPD basis set

Values from the calculation:
Molecular weight ... 122.62 Da
LUMO energy (alpha / beta) ... -2.284 / -2.284 eV
Strongest force on any atom ... 5.31 eV Å⁻¹
ΔE to the lowest compared entry with this formula, charge and spin ... 121.5 kcal/mol
Frontier orbital gap (alpha / beta) ... 5.262 / 5.262 eV

Structure (XYZ):
```
13
Properties=species:S:1:pos:R:3:forces:R:3
C -1.1055 1.6875 -1.4364 1.2 3.5 -3.8
C -1.6193 0.7458 -0.7806 -0.8 -2.4 2.3
C 0.3687 2.2357 -1.4379 -0.6 -1.5 2.4
C 0.6271 -2.8176 1.9706 2.0 -1.7 -2.5
S 0.9908 -1.0769 1.8510 -0.9 1.0 0.2
Cl -1.4191 -0.3453 0.4265 0.9 0.4 -0.3
H -1.7193 2.2419 -2.2534 0.6 -1.1 1.6
H 1.0667 1.3840 -1.2707 -0.4 0.5 -0.7
H 0.4686 2.7545 -0.4566 0.0 0.3 -0.9
H 0.5912 2.8479 -2.3009 0.0 0.0 0.0
H 0.9210 -3.1742 0.8881 -0.7 -0.1 2.2
H -0.4079 -3.0362 2.0962 -0.8 -0.1 0.4
H 1.2370 -3.4473 2.7040 -0.7 1.2 -0.8
```
Positions in Å, forces in eV/Å.

(3)
C4H7CuO3 | ωB97M-V with the def2-TZVPD basis set

Values from the calculation:
Molecular weight ... 166.64 Da
LUMO energy (alpha / beta) ... -16.320 / -20.153 eV
Total charge ... +3
Strongest force on any atom ... 5.74 eV Å⁻¹
Frontier orbital gap (alpha / beta) ... 9.191 / 5.267 eV
Spin multiplicity ... 2

Structure (XYZ):
```
15
Properties=species:S:1:pos:R:3:forces:R:3
O -0.6023 0.2746 -0.3940 0.9 -0.3 -0.1
O 1.1647 1.0687 0.6985 1.5 2.9 2.6
O 1.3494 -0.7332 -0.5749 -1.8 0.1 1.6
C 0.7135 0.1373 0.0768 -0.6 -2.5 -5.1
Cu 1.0908 2.8992 0.6386 0.3 0.3 0.3
C -1.6050 -0.1221 0.2924 -1.3 0.4 0.9
C -2.9305 0.1518 -0.1810 -0.5 -0.4 1.5
H -1.4141 -0.4943 1.3078 0.0 -0.4 -0.2
H -3.1538 -0.3160 -1.1432 -0.1 0.2 -0.4
H -3.0251 1.2553 -0.2051 0.0 0.0 -0.6
H -3.6305 -0.1526 0.6189 0.1 -0.2 -0.6
C 2.7717 -0.9559 -0.3315 1.6 -0.2 0.4
H 3.0321 -1.9360 -0.7403 -0.3 0.3 -0.1
H 2.9346 -0.9486 0.7461 0.0 -0.1 0.0
H 3.3044 -0.1282 -0.8090 0.0 -0.2 -0.1
```
Positions in Å, forces in eV/Å.

(4)
C4H7ErO4 | ωB97M-V with the def2-TZVPD basis set

Values from the calculation:
Molecular weight ... 286.36 Da
LUMO energy (alpha / beta) ... 0.187 / 0.227 eV
Strongest force on any atom ... 2.36 eV Å⁻¹
ΔE to the lowest compared entry with this formula, charge and spin ... 0.0 kcal/mol
Frontier orbital gap (alpha / beta) ... 6.322 / 6.213 eV
Spin multiplicity ... 4

Structure (XYZ):
```
16
Properties=species:S:1:pos:R:3:forces:R:3
C -3.7303 1.5643 1.2383 -0.7 0.2 1.0
O -4.6707 1.4029 0.5761 0.6 -0.1 -0.3
O -2.8868 1.7515 2.0163 0.1 -0.2 -0.7
Er 1.6006 0.3867 2.3676 -0.4 1.0 -2.1
O 1.3576 1.4780 0.4693 0.3 -1.1 2.1
C 0.8019 1.0462 -0.7126 -0.7 -0.5 -0.5
C -0.1178 -0.1840 -0.4809 -0.1 0.5 -0.4
O 0.5321 -1.1486 0.3414 -0.1 0.2 0.4
C 1.5058 -1.9279 -0.3223 0.5 -0.3 -0.3
H 1.5763 0.7742 -1.4635 -0.2 0.1 0.3
H 0.1666 1.8190 -1.1958 0.3 -0.1 0.2
H -0.4167 -0.6344 -1.4428 0.1 0.0 0.2
H -1.0367 0.0707 0.0666 0.3 0.2 -0.1
H 2.4283 -1.8696 0.2682 0.0 -0.2 -0.2
H 1.1793 -2.9776 -0.3886 0.0 0.3 0.1
H 1.7104 -1.5512 -1.3374 -0.1 -0.1 0.4
```
Positions in Å, forces in eV/Å.

(5)
C4H7F | ωB97M-V with the def2-TZVPD basis set

Values from the calculation:
Molecular weight ... 74.10 Da
LUMO energy ... 1.216 eV
SMILES ... C=CF.C=C
Strongest force on any atom ... 3.29 eV Å⁻¹
ΔE to the lowest compared entry with this formula, charge and spin ... 36.1 kcal/mol
Frontier orbital gap ... 11.236 eV

Structure (XYZ):
```
12
Properties=species:S:1:pos:R:3:forces:R:3
C -2.6850 -0.6347 0.2624 2.0 -1.6 2.0
C -1.4783 -0.1697 0.5529 1.3 0.2 0.2
C 1.9935 0.6758 0.1119 1.6 0.0 1.0
C 2.0260 0.0319 -1.0352 -1.8 0.8 -0.7
F -1.0969 1.0992 0.2752 -0.5 0.2 -0.3
H -3.4458 -0.0400 -0.1162 -1.2 0.9 -0.8
H -2.8729 -1.6340 0.6925 -0.1 0.6 -0.7
H -0.5537 -0.6291 1.0057 -1.6 -0.2 -0.4
H 1.7791 1.6980 0.3670 -0.8 0.3 -0.7
H 2.5048 0.2349 0.9584 0.0 -0.4 0.1
H 2.3419 -0.9594 -1.1427 0.8 -1.4 0.4
H 1.4872 0.3271 -1.9318 0.3 0.7 0.1
```
Positions in Å, forces in eV/Å.

(6)
C4H7F2N | ωB97M-V with the def2-TZVPD basis set

Values from the calculation:
Molecular weight ... 107.10 Da
LUMO energy (alpha / beta) ... 0.526 / 0.484 eV
Strongest force on any atom ... 3.90 eV Å⁻¹
ΔE to the lowest compared entry with this formula, charge and spin ... 98.9 kcal/mol
Frontier orbital gap (alpha / beta) ... 8.438 / 8.421 eV

Structure (XYZ):
```
14
Properties=species:S:1:pos:R:3:forces:R:3
C -1.8160 -0.7744 -0.8176 1.1 0.8 1.0
C -1.3228 0.1215 -0.0547 1.0 1.1 1.3
C -1.4486 1.4278 0.5738 -0.8 1.2 -0.8
C 1.9859 -0.2560 0.5416 -1.0 -1.3 -0.6
N 2.3195 -1.0920 -0.5738 1.3 1.9 2.0
F 2.7071 0.8363 0.7122 0.5 -0.1 0.0
F 1.8720 -0.9707 1.6957 0.4 0.5 -0.6
H -1.3951 -1.6966 -0.8822 1.4 -2.7 -0.3
H -2.6984 -0.6851 -1.2852 -3.4 0.6 -1.9
H -2.1435 2.1587 -0.0620 1.3 -1.3 1.4
H -0.4403 1.8572 0.6718 -0.4 0.2 -0.1
H -1.8244 1.2980 1.6041 -0.1 0.2 -0.5
H 2.6713 -0.5787 -1.3710 -0.3 0.0 0.0
H 1.5331 -1.6458 -0.7527 -1.1 -1.0 -0.7
```
Positions in Å, forces in eV/Å.

(7)
C4H7F2N | ωB97M-V with the def2-TZVPD basis set

Values from the calculation:
Molecular weight ... 107.10 Da
LUMO energy (alpha / beta) ... 0.136 / 0.866 eV
Strongest force on any atom ... 4.27 eV Å⁻¹
ΔE to the lowest compared entry with this formula, charge and spin ... 115.1 kcal/mol
Frontier orbital gap (alpha / beta) ... 7.363 / 9.465 eV

Structure (XYZ):
```
14
Properties=species:S:1:pos:R:3:forces:R:3
C -1.3576 -1.7439 0.0154 -1.1 -0.6 0.7
C -1.2303 -0.4891 -0.2488 1.0 -0.6 -0.3
C -1.4845 0.9364 -0.5533 -1.0 -4.1 0.6
C 1.6603 0.0374 -0.0686 0.0 -0.9 -0.9
N 1.6441 1.0778 0.8785 1.7 -1.0 1.7
F 2.4962 -1.1027 0.1225 -1.1 2.2 -0.2
F 1.7892 0.4507 -1.3826 0.3 -0.4 2.1
H -0.7123 -2.5717 -0.1510 1.6 -0.1 -0.5
H -2.1866 -2.2714 0.4857 -1.0 0.7 0.2
H -1.6426 0.8691 -1.5820 0.2 0.9 -1.9
H -0.6230 1.3268 -0.1733 1.9 2.5 0.6
H -2.4017 1.1411 -0.0950 -1.3 1.3 0.9
H 2.5350 1.6843 0.8618 -1.6 -1.2 0.0
H 1.5138 0.6553 1.8908 0.4 1.1 -2.9
```
Positions in Å, forces in eV/Å.

(8)
C4H7F2N | ωB97M-V with the def2-TZVPD basis set

Values from the calculation:
Molecular weight ... 107.10 Da
LUMO energy (alpha / beta) ... 0.907 / -3.237 eV
Strongest force on any atom ... 9.98 eV Å⁻¹
ΔE to the lowest compared entry with this formula, charge and spin ... 8.3 kcal/mol
Frontier orbital gap (alpha / beta) ... 7.550 / 7.093 eV
Spin multiplicity ... 3

Structure (XYZ):
```
14
Properties=species:S:1:pos:R:3:forces:R:3
C -1.7414 -1.5967 -0.1418 1.9 -3.5 -3.8
C -1.9552 -0.3921 0.3973 1.1 9.5 2.8
C -1.2860 0.9222 0.2516 -3.8 -1.4 4.9
C 2.5551 0.3314 -0.1052 2.6 2.5 -0.7
N -0.5177 1.5155 -0.5775 1.2 0.0 -1.7
F 1.9592 -0.7429 -0.6696 0.0 0.5 0.7
F 3.7312 -0.0501 0.5477 -0.4 -0.6 -0.6
H -2.1779 -2.4237 0.2422 -1.4 -2.5 1.0
H -1.0206 -1.7289 -0.9112 0.5 -0.2 -0.5
H -2.4760 -0.2266 1.3149 -0.7 -0.9 0.4
H -1.5712 1.5441 1.2478 0.7 -1.1 -2.4
H 2.9385 1.0909 -0.9526 -1.3 -1.8 1.7
H -0.5050 0.8931 -1.3776 0.5 0.1 -0.8
H 2.0669 0.8637 0.7339 -1.0 -0.7 -1.0
```
Positions in Å, forces in eV/Å.